This record from OMol25 describes 6 unconnected molecules or ions with the total composition C5H25N3O5 at a distorted geometry. The level of theory is the ωB97M-V functional and the def2-TZVPD basis.

XYZ file:
```
38
C5H25N3O5 the ωB97M-V functional and the def2-TZVPD basis
C -0.8162 -0.9304 3.2629
N 0.1768 -1.0160 2.1836
C -0.2978 -0.4606 0.9227
C 0.7313 -0.9069 -0.3040
N 0.9170 0.3613 -1.0553
C 0.2139 -2.1072 -1.1105
C -1.0662 -1.7412 -1.8671
N -0.8214 -1.0065 -3.1898
H -1.8005 -1.3977 3.0709
H -0.3613 -1.2560 4.2002
H -0.9382 0.1721 3.4476
H 0.3467 -2.0171 1.9954
H -1.3191 -0.8578 0.6990
H -0.3371 0.6375 0.8589
H 1.6135 -1.1890 0.3469
H 0.7939 0.1458 -2.0525
H 1.8894 0.5801 -0.7532
H 0.0894 -2.9991 -0.4868
H 0.8392 -2.5363 -1.9171
H -1.6232 -0.8739 -1.3057
H -1.8096 -2.4955 -2.1422
H 0.0001 -1.4636 -3.5811
H -1.6109 -1.1338 -3.7835
O 1.1234 2.5313 1.0177
H 1.1272 2.2325 0.0649
H 0.2059 2.4178 1.2337
O -2.8139 1.4815 -1.8429
H -3.0216 1.9247 -2.6658
H -1.9745 1.0160 -2.0604
O 3.6163 0.8047 -0.6642
H 3.4308 1.1613 0.2387
H 4.2012 1.2683 -1.2619
O 2.6087 0.4660 2.0235
H 2.1671 -0.3967 1.8846
H 1.9483 1.1571 1.8154
O -2.1899 2.7918 1.1287
H -2.7585 2.0451 0.9577
H -2.4802 3.5905 0.6910
```

Summary:
- LUMO level: 0.6 eV
- HOMO level: -8.85 eV
- Orbital gap: 9.48 eV
- SMILES: CNC[C@H](N)CCN.O.O.O.O.O